[1]
A molecular structure, C34H29GeO3ReS4. Source: the Open Molecules 2025 dataset; level of theory: ωB97M-V/def2-TZVPD.

Summary:
Kohn-Sham gap (alpha / beta)	6.25 / 6.88	eV
charge	+1
highest occupied orbital energy (alpha / beta)	-10.80 / -11.03	eV
E_tot	-5286.4234	a.u.
2S+1	2

Geometry (Å):
Re: -1.5059 4.3404 0.2807
S: -2.9744 7.1129 -2.8533
C: -2.0091 6.8532 -1.6859
S: -0.9915 6.6900 -0.4849
S: -3.7488 4.6152 0.2549
O: -1.2275 4.8185 2.3626
S: -0.4396 3.9500 3.3295
C: -1.4602 2.4874 3.6673
C: -1.0426 1.6109 4.6585
C: -1.8211 0.5017 4.9541
C: -3.0159 0.2909 4.2815
C: -3.4470 1.2018 3.3314
C: -2.6725 2.3122 3.0262
C: 0.8215 3.2001 2.2400
C: 1.2404 3.9663 1.1581
C: 2.2259 3.4831 0.3111
C: 2.8394 2.2738 0.5885
C: 2.4472 1.5320 1.6902
C: 1.4292 1.9866 2.5128
H: -0.1313 1.7983 5.2088
H: -1.5083 -0.1862 5.7267
H: -3.6272 -0.5685 4.5204
H: -4.3978 1.0668 2.8409
H: -3.0227 3.0391 2.3057
H: 0.8669 4.9770 1.0175
H: 2.5382 4.0698 -0.5399
H: 3.6400 1.9279 -0.0456
H: 2.9322 0.5938 1.9096
H: 1.1119 1.3922 3.3512
O: -1.3918 3.2824 -1.5744
C: -1.2125 2.1870 -0.9743
O: -1.2681 2.2362 0.2931
C: -0.9007 0.9056 -1.6703
C: 0.4171 0.3567 -1.1201
Ge: 0.5743 -1.6323 -1.3885
C: 2.3064 -2.2975 -0.7023
C: 2.4481 -3.6644 -0.4832
C: 3.6449 -4.1867 -0.0270
C: 4.7117 -3.3426 0.2315
C: 4.5805 -1.9793 0.0271
C: 3.3843 -1.4623 -0.4404
C: -0.8677 -2.4065 -0.2596
C: -1.8507 -3.2415 -0.7657
C: -2.8127 -3.7767 0.0736
C: -2.7928 -3.4816 1.4256
C: -1.8145 -2.6455 1.9379
C: -0.8557 -2.1118 1.0975
C: 0.3544 -2.0771 -3.3139
C: -0.8278 -1.8131 -3.9931
C: -0.9203 -2.0547 -5.3524
C: 0.1638 -2.5762 -6.0381
C: 1.3439 -2.8435 -5.3664
C: 1.4370 -2.6002 -4.0082
H: -0.8529 1.0751 -2.7473
H: -1.7159 0.2106 -1.4431
H: 0.4526 0.5341 -0.0436
H: 1.2544 0.8895 -1.5692
H: 1.6086 -4.3199 -0.6772
H: 3.7435 -5.2511 0.1272
H: 5.6453 -3.7491 0.5920
H: 5.4124 -1.3214 0.2295
H: 3.2854 -0.4001 -0.6119
H: -1.8602 -3.4807 -1.8209
H: -3.5740 -4.4288 -0.3281
H: -3.5393 -3.9041 2.0807
H: -1.7930 -2.4155 2.9936
H: -0.0839 -1.4676 1.5011
H: -1.6826 -1.4140 -3.4621
H: -1.8403 -1.8391 -5.8746
H: 0.0880 -2.7736 -7.0960
H: 2.1937 -3.2446 -5.8976
H: 2.3579 -2.8112 -3.4800

Forces on the atoms, in the same order (eV/Å):
Re -3.424 -0.386 -0.548
S 0.736 -0.297 0.964
C -1.007 0.246 -1.348
S 0.322 -0.486 0.716
S 3.065 -0.251 0.070
O -0.083 0.497 -0.613
S 0.069 -1.296 -0.123
C 0.140 0.292 0.113
C 0.089 0.009 0.095
C 0.064 0.014 0.016
C -0.008 0.025 0.013
C 0.104 0.110 0.054
C -0.043 0.162 -0.211
C 0.013 0.236 0.299
C -0.248 0.123 0.070
C 0.076 -0.013 -0.050
C 0.038 0.092 -0.069
C -0.008 0.068 -0.017
C -0.173 0.078 0.099
H 0.073 -0.012 0.105
H 0.058 -0.003 0.019
H 0.001 -0.018 0.011
H -0.076 -0.018 -0.095
H -0.044 -0.048 0.043
H -0.044 0.119 0.003
H 0.026 0.068 -0.046
H 0.069 -0.092 -0.080
H 0.023 -0.138 0.018
H -0.030 -0.130 0.117
O 0.208 1.027 -0.005
C 0.014 -0.635 -0.657
O -0.028 0.688 0.932
C -0.026 0.066 0.059
C 0.224 -0.716 -0.017
Ge -0.174 0.036 -0.044
C -0.642 0.224 -0.263
C -0.158 0.049 -0.082
C -0.011 -0.107 0.023
C 0.094 -0.021 0.041
C 0.110 0.038 0.061
C -0.117 0.031 -0.057
C 0.750 0.423 -0.599
C 0.006 -0.022 -0.169
C -0.133 -0.103 0.002
C -0.098 -0.019 0.027
C 0.008 0.037 0.165
C 0.016 0.075 0.020
C 0.195 0.195 1.075
C -0.057 0.089 0.045
C -0.143 -0.020 -0.054
C 0.011 0.022 -0.080
C 0.084 -0.111 -0.090
C 0.080 0.053 0.093
H -0.113 -0.030 0.112
H -0.079 0.061 -0.032
H 0.036 -0.094 -0.008
H 0.104 -0.018 -0.036
H -0.015 -0.121 0.013
H 0.021 -0.077 0.028
H 0.070 -0.014 0.019
H 0.106 0.065 0.010
H 0.049 0.166 -0.035
H -0.033 -0.054 -0.071
H -0.070 -0.063 -0.016
H -0.077 -0.052 0.067
H -0.011 0.001 0.095
H 0.055 0.052 0.091
H -0.094 0.024 0.000
H -0.090 -0.008 -0.067
H -0.003 -0.005 -0.120
H 0.064 -0.056 -0.077
H 0.083 -0.028 -0.026


[2]
A molecular structure, C34H30BaBr2F5N4O3S5. Source: the Open Molecules 2025 dataset; level of theory: ωB97M-V/def2-TZVPD.

Summary:
Kohn-Sham gap	4.22	eV
charge	-1
highest occupied orbital energy	-3.12	eV
E_tot	-9422.2316	a.u.
2S+1	1

Geometry (Å):
Ba: -1.0471 -0.2275 0.4740
C: -0.2200 -4.0633 -5.4634
C: -0.0144 -3.3568 -4.1536
C: 0.7621 -2.2699 -4.0337
C: 0.9969 -1.6444 -2.7467
C: 1.8219 -0.5892 -2.4930
N: 2.4332 0.2631 -3.3297
C: 3.2004 1.4067 -2.8087
C: 2.4205 2.4383 -1.9851
C: 1.9798 1.9203 -0.6080
N: 2.1254 2.9490 0.4358
C: 2.6428 2.7639 1.6169
C: 2.8476 1.5265 2.2797
C: 3.9661 1.3620 3.1557
C: 4.1923 0.1981 3.8107
C: 5.4107 -0.0309 4.6633
C: 3.1942 -0.8340 3.6764
C: 2.0527 -0.7115 2.9626
C: 1.0122 -1.8067 3.0837
N: -0.1997 -1.7353 2.7404
C: -1.0717 -2.8998 3.0869
C: -2.5388 -2.6987 2.6452
C: -2.8868 -3.2884 1.2727
N: -1.9251 -2.8457 0.2631
C: -1.6308 -3.6139 -0.6928
C: -0.6817 -3.2170 -1.7856
C: -0.7353 -3.8298 -2.9767
C: 0.2915 -2.1289 -1.5746
O: 0.5118 -1.6264 -0.4424
C: 1.8381 0.5125 2.1835
O: 0.7935 0.6956 1.5412
H: 0.3930 -3.6195 -6.2485
H: -1.2638 -4.0079 -5.7845
H: 0.0375 -5.1237 -5.3918
H: 1.2687 -1.8854 -4.9144
H: 2.0149 -0.4109 -1.4422
H: 2.1008 0.3202 -4.2785
H: 3.6409 1.9036 -3.6707
H: 4.0287 1.0151 -2.2134
H: 1.5508 2.7710 -2.5524
H: 3.0807 3.3028 -1.8596
H: 2.6233 1.1037 -0.2799
H: 0.9614 1.5446 -0.6250
H: 1.8326 3.8875 0.1890
H: 2.9657 3.6819 2.1088
H: 4.6799 2.1771 3.2543
H: 6.0348 0.8629 4.6958
H: 6.0240 -0.8478 4.2753
H: 5.1483 -0.2885 5.6931
H: 3.3395 -1.7601 4.2328
H: 1.3837 -2.6997 3.6084
H: -1.0324 -3.0261 4.1707
H: -0.6588 -3.8078 2.6341
H: -2.7450 -1.6206 2.6277
H: -3.2120 -3.1385 3.3803
H: -3.8706 -2.9140 0.9851
H: -2.9313 -4.3864 1.3033
H: -2.1011 -4.6011 -0.7978
H: -1.4386 -4.6510 -3.1013
S: -7.7158 -1.1665 -3.8951
C: -6.3222 -0.8867 -2.9891
S: -6.3029 -0.4850 -1.3386
C: -4.5797 -0.3631 -1.0505
C: -3.8223 -0.5803 -2.1526
S: -2.0520 -0.5063 -2.3938
S: -4.7382 -0.9746 -3.5930
S: -4.1065 0.0070 0.6291
Br: -1.5056 1.4976 4.0824
C: -3.2543 0.7639 4.3337
Br: -3.3226 -0.6331 5.6875
H: -3.6032 0.3646 3.3870
H: -3.8894 1.5655 4.6794
F: -0.4386 7.1900 -1.6180
C: -0.6501 5.9139 -1.2430
C: -0.8618 5.5890 0.0823
F: -0.8446 6.5583 1.0146
C: -1.0776 4.2759 0.4591
F: -1.2356 4.0293 1.7709
C: -1.1057 3.1965 -0.4491
O: -1.2528 1.9780 -0.0471
C: -0.8704 3.5734 -1.7855
F: -0.7818 2.6349 -2.7399
C: -0.6529 4.8884 -2.1672
F: -0.4115 5.1703 -3.4602

Forces on the atoms, in the same order (eV/Å):
Ba -3.840 -0.560 0.896
C -0.066 -0.027 -0.021
C -0.461 -0.525 0.396
C 0.273 0.519 0.280
C -0.214 -0.374 -0.559
C 0.182 0.219 0.070
N 0.036 0.266 0.178
C -0.141 -0.286 -0.158
C -0.085 0.005 0.000
C 0.175 0.069 0.232
N -0.397 -0.131 -0.655
C 0.395 -0.184 0.533
C 0.378 0.386 -0.068
C -0.130 0.268 -0.187
C -0.353 -0.518 0.005
C -0.008 -0.020 0.038
C 0.709 0.009 0.521
C -0.937 -0.208 -0.328
C 0.580 0.602 0.114
N -0.261 -0.529 0.174
C 0.068 0.366 -0.177
C 0.514 0.014 -0.232
C 0.255 0.074 -0.158
N -0.194 -0.602 0.241
C 0.492 0.212 -0.420
C -0.065 0.218 1.150
C 0.118 -0.134 -0.942
C -0.169 -0.095 0.333
O 1.735 -2.130 -1.493
C -0.044 -0.492 0.377
O 1.748 0.861 0.866
H -0.001 0.000 0.025
H 0.018 0.025 0.054
H 0.011 0.030 0.028
H 0.025 0.036 0.049
H -0.049 -0.011 -0.034
H 0.021 -0.017 -0.019
H 0.006 0.014 -0.038
H 0.022 -0.024 0.026
H 0.026 0.037 -0.005
H 0.018 -0.047 0.009
H 0.048 0.013 0.046
H -0.129 0.133 0.055
H 0.084 -0.022 -0.068
H -0.062 -0.075 0.031
H -0.059 -0.016 -0.033
H -0.023 -0.008 -0.012
H -0.018 -0.002 -0.016
H -0.042 0.008 -0.050
H 0.062 0.085 0.001
H 0.125 0.011 -0.001
H -0.020 0.020 0.056
H 0.024 0.034 -0.026
H -0.068 -0.212 0.000
H 0.002 0.015 0.081
H -0.022 0.097 -0.035
H 0.028 -0.010 0.098
H 0.044 -0.047 -0.067
H 0.052 0.042 -0.058
S 0.374 0.070 0.241
C -0.384 -0.091 -0.241
S -0.306 0.091 0.561
C 0.239 0.075 0.801
C 0.932 -0.020 -0.130
S -1.041 0.000 -0.489
S 0.403 -0.052 -0.448
S -0.815 -0.148 -0.677
Br 0.144 -0.064 -0.068
C -0.127 -0.012 0.086
Br 0.040 0.141 -0.210
H -0.018 -0.098 0.037
H -0.094 -0.009 0.016
F -0.005 0.027 -0.027
C 0.037 0.066 -0.048
C -0.041 -0.142 0.214
F -0.002 0.017 -0.027
C 0.032 0.404 0.126
F -0.012 -0.071 0.009
C -0.050 -0.854 0.553
O 0.181 3.238 -1.051
C 0.114 0.312 -0.220
F -0.034 -0.088 0.010
C 0.019 -0.183 -0.134
F 0.000 0.003 0.011


[3]
A molecular structure, C34H30BiN6O6. Source: the Open Molecules 2025 dataset; level of theory: ωB97M-V/def2-TZVPD.

Summary:
Kohn-Sham gap	7.66	eV
charge	+1
highest occupied orbital energy	-10.74	eV
E_tot	-2308.1087	a.u.
2S+1	1

Geometry (Å):
Bi: 0.3788 1.3102 1.1445
O: 4.6422 0.8124 2.0613
C: 3.4433 0.9339 2.0592
N: 2.6379 1.2432 0.9711
C: 3.2315 1.3022 -0.2893
O: 4.3590 1.6189 -0.5531
C: 2.3099 0.8113 -1.3889
C: 2.8631 0.2804 -2.5444
C: 2.0153 -0.2681 -3.4939
C: 0.6442 -0.2521 -3.2694
C: 0.1716 0.3054 -2.0956
N: 0.9941 0.8187 -1.1809
C: 2.6659 0.5978 3.3143
C: 3.3234 -0.0222 4.3662
C: 2.5779 -0.4469 5.4542
C: 1.2087 -0.2148 5.4751
C: 0.6342 0.4353 4.3995
N: 1.3550 0.8226 3.3471
H: 3.9374 0.2917 -2.6627
H: 2.4208 -0.7087 -4.3949
H: -0.0418 -0.6600 -3.9982
H: -0.8889 0.3403 -1.8703
H: 4.3909 -0.1753 4.3038
H: 3.0573 -0.9640 6.2744
H: 0.6005 -0.5360 6.3084
H: -0.4265 0.6589 4.3611
C: 0.4330 8.3887 0.8619
O: -0.9392 8.0348 0.9504
C: -1.2712 6.7462 0.9977
C: -2.6526 6.4772 1.0841
C: -3.0735 5.1879 1.1425
C: -2.1977 4.0646 1.1233
C: -2.7643 2.7432 1.2255
C: -4.2561 2.4919 1.2556
O: -2.0883 1.6897 1.3015
C: -0.7938 4.3495 1.0202
O: 0.2090 3.4948 0.9416
C: -0.3823 5.6946 0.9676
H: 0.4559 9.4734 0.8290
H: 0.8870 7.9892 -0.0472
H: 0.9882 8.0410 1.7355
H: -3.3464 7.3057 1.1060
H: -4.1356 5.0267 1.2161
H: -4.8990 3.3610 1.2341
H: -4.4721 1.9160 2.1551
H: -4.4958 1.8616 0.3987
H: 0.6828 5.8680 0.8927
C: -3.3941 -3.5660 -4.6888
C: -2.2478 -4.1138 -3.8831
C: -2.2454 -5.4256 -3.4209
C: -1.1716 -5.9342 -2.7103
C: -0.0579 -5.1435 -2.4453
N: 1.0278 -5.7485 -1.7694
C: 2.1521 -5.2129 -1.1956
O: 3.2173 -5.7856 -1.2155
N: 2.0669 -3.9498 -0.5906
C: 1.0596 -3.3552 0.1584
C: -0.1205 -3.9818 0.5729
C: -1.0667 -3.2538 1.2715
C: -0.8257 -1.9235 1.5643
N: 0.3221 -1.3381 1.2245
C: 1.2382 -2.0286 0.5527
C: -0.0506 -3.8260 -2.8915
C: -1.1379 -3.3281 -3.5925
H: -4.0501 -4.3656 -5.0276
H: -3.0243 -3.0302 -5.5632
H: -3.9904 -2.8677 -4.0980
H: -3.0948 -6.0658 -3.6250
H: -1.1937 -6.9608 -2.3624
H: 1.1660 -6.7227 -1.9915
H: 2.9898 -3.5621 -0.4655
H: -0.2805 -5.0301 0.3810
H: -1.9886 -3.7241 1.5835
H: -1.5492 -1.3014 2.0801
H: 2.1612 -1.5052 0.3181
H: 0.8066 -3.1890 -2.7196
H: -1.1114 -2.3012 -3.9410

Forces on the atoms, in the same order (eV/Å):
Bi -0.418 0.300 0.065
O -0.121 -0.001 -0.002
C 0.075 0.120 -0.074
N 0.005 -0.053 -0.019
C -0.016 0.089 0.081
O -0.056 -0.045 0.004
C 0.153 -0.124 -0.278
C -0.011 0.051 0.016
C -0.030 0.043 0.078
C 0.099 0.095 -0.061
C -0.083 0.022 -0.129
N 0.081 -0.039 0.088
C 0.138 -0.164 0.241
C -0.037 0.021 0.024
C -0.026 0.046 -0.050
C 0.022 -0.001 0.015
C 0.009 0.078 0.068
N 0.044 0.087 -0.036
H -0.005 0.043 -0.003
H -0.021 0.008 -0.016
H 0.049 0.099 0.069
H 0.017 -0.004 -0.008
H 0.000 0.006 -0.057
H 0.002 0.030 0.017
H -0.026 0.026 -0.011
H 0.005 -0.049 0.050
C 0.163 0.058 -0.012
O -0.011 0.172 -0.011
C -0.270 -0.337 0.031
C -0.031 0.101 0.005
C 0.026 0.016 0.002
C 0.125 -0.066 -0.001
C -0.123 -0.133 0.015
C 0.044 0.096 0.002
O 0.134 0.324 -0.040
C -0.028 0.375 -0.038
O -0.053 -0.763 0.093
C 0.284 0.087 -0.018
H 0.003 -0.010 0.002
H -0.034 -0.020 0.011
H -0.035 -0.025 -0.006
H -0.007 -0.020 0.001
H -0.013 -0.024 0.006
H -0.001 0.009 -0.011
H -0.001 -0.031 -0.015
H 0.011 -0.029 0.015
H -0.048 -0.073 0.004
C 0.042 0.016 0.100
C -0.014 -0.017 -0.036
C 0.027 0.048 -0.037
C 0.009 -0.017 0.093
C -0.100 0.171 0.071
N -0.173 -0.139 0.160
C 0.163 0.161 -0.037
O -0.044 -0.029 0.056
N -0.007 -0.027 -0.115
C -0.263 0.001 0.062
C 0.226 0.056 -0.050
C -0.020 -0.017 -0.018
C 0.036 0.028 -0.016
N 0.182 -0.140 -0.107
C -0.079 -0.078 -0.034
C 0.062 0.059 0.026
C -0.036 -0.052 0.038
H -0.018 0.019 -0.020
H -0.048 0.000 -0.026
H -0.019 -0.003 -0.019
H 0.010 -0.008 -0.015
H 0.015 0.010 -0.004
H 0.115 -0.007 -0.037
H 0.060 -0.064 0.059
H -0.041 -0.095 -0.168
H 0.003 0.014 0.025
H -0.046 -0.065 -0.012
H 0.000 -0.026 -0.062
H 0.046 -0.035 0.032
H -0.073 -0.158 -0.017